one.
Here is a cluster of 13 separate species, C6H36O12 in total from the Open Molecules 2025 dataset. Energies are from ωB97M-V with the def2-TZVPD basis set.

As for the orbital gap: 9.846 eV. Its HOMO energy is -9.6256 eV. As for the lowest unoccupied orbital energy: 0.008 Ha.

```
! wB97M-V def2-TZVPD RIJCOSX def2/J DEFGRID3
* xyz 0 1
C -1.53 -0.36 1.22
C -0.51 0.70 0.90
C 0.86 0.48 1.55
C 1.79 0.08 0.39
C 2.81 0.83 0.00
C 3.78 0.24 -0.97
H -1.39 -1.29 0.67
H -2.61 -0.22 1.07
H -1.53 -0.57 2.30
H -0.96 1.65 1.21
H -0.43 0.76 -0.19
H 0.86 -0.41 2.17
H 1.30 1.34 2.06
H 1.50 -0.90 0.03
H 2.89 1.83 0.41
H 4.52 0.94 -1.40
H 3.21 -0.12 -1.83
H 4.59 -0.39 -0.61
H -2.17 1.25 -3.49
H -1.34 0.82 -4.77
O -1.29 1.15 -3.87
H -1.32 -4.62 -1.25
H -0.69 -4.06 0.14
O -1.42 -4.04 -0.50
H -0.84 -2.38 3.16
H 0.11 -2.42 4.29
O 0.06 -2.67 3.36
H -3.01 2.84 -2.29
H -3.39 1.86 -1.36
O -3.57 2.04 -2.30
H 2.57 -2.51 -1.87
H 3.34 -1.99 -0.75
O 3.22 -2.83 -1.22
H 1.51 2.87 0.29
H 0.39 3.95 -0.23
O 0.85 3.53 0.50
H -0.43 3.55 -2.71
H -0.17 2.18 -2.05
O -0.70 2.98 -1.98
H 1.50 -3.09 1.33
H 2.00 -3.54 -0.05
O 1.20 -3.54 0.53
H -2.46 -2.78 0.92
H -2.05 -3.94 1.93
O -2.57 -3.15 1.79
H -1.12 4.37 1.26
H -2.53 4.46 1.08
O -1.73 4.84 0.69
H 0.31 -2.96 -2.22
H 1.09 -3.78 -3.35
O 0.89 -2.91 -3.00
H -2.10 2.58 2.99
H -1.19 3.82 3.10
O -2.10 3.54 2.95
*
```


two.
Here is a cluster of 12 separate species, C6H36O12 in total from the Open Molecules 2025 dataset. Energies are from ωB97M-V with the def2-TZVPD basis set.

As for the orbital gap: 10.215 eV. Its HOMO energy is -10.1661 eV. Its SMILES is CCCCCCO.O.O.O.O.O.O.O.O.O.O.O. As for the lowest unoccupied orbital energy: 0.002 Ha.

```
! wB97M-V def2-TZVPD RIJCOSX def2/J DEFGRID3
* xyz 0 1
C 2.86 1.37 -3.33
C 1.58 1.96 -2.64
C 1.67 2.21 -1.01
C 1.63 0.77 -0.49
C 2.17 0.63 0.92
C 2.78 -0.78 1.15
O 1.81 -1.89 1.00
H 3.12 2.02 -4.13
H 3.65 1.27 -2.53
H 2.58 0.34 -3.57
H 0.74 1.18 -2.83
H 1.36 2.90 -3.19
H 2.60 2.69 -0.80
H 0.88 2.85 -0.70
H 0.77 0.10 -0.70
H 2.31 0.23 -1.15
H 3.07 1.14 1.23
H 1.40 0.87 1.62
H 3.00 -0.96 2.24
H 3.49 -1.02 0.35
H 1.59 -2.20 0.11
O -1.07 -0.07 1.17
H -1.47 -0.51 1.93
H -0.15 -0.41 1.15
O -1.05 3.36 2.57
H -1.15 2.47 2.99
H -0.08 3.40 2.66
O -4.33 -1.48 2.05
H -4.19 -0.73 1.49
H -3.67 -2.10 1.74
O -2.00 3.91 0.18
H -1.63 3.62 1.05
H -2.23 4.86 0.29
O 1.30 -2.32 -1.65
H 1.92 -2.91 -2.09
H 0.74 -1.91 -2.29
O 0.25 -1.74 3.00
H 1.08 -2.02 2.64
H 0.04 -2.28 3.75
O -1.29 -0.61 -1.57
H -2.24 -0.72 -1.71
H -1.34 -0.27 -0.65
O -0.72 -1.71 -4.36
H -0.01 -1.07 -4.54
H -1.15 -1.17 -3.63
O -0.24 -4.58 -2.23
H -0.86 -4.56 -1.51
H -0.61 -4.28 -3.06
O -3.62 1.36 0.12
H -3.46 2.31 0.13
H -2.81 1.01 0.50
O 0.45 0.57 4.38
H 0.43 -0.14 3.68
H 0.29 0.15 5.30
*
```


Stability check: which of them is most stable? two.